This record from the Open Molecules 2025 dataset describes 11 unconnected molecules or ions with the total composition C41H105N3O14PS11Si in a non-equilibrium geometry. The level of theory is ωB97M-V/def2-TZVPD.

Bonds (Å) are listed after each position.
Positions of all 176 atoms, in Å:
1 C -1.157 2.946 3.811  C2 1.558, H32 1.109, H33 1.101, H34 1.110
2 C 0.023 2.208 3.109  C1 1.558, C3 1.556, H35 1.110, H36 1.113
3 C 0.445 2.849 1.756  C2 1.556, C4 1.591, H37 1.105, H38 1.106
4 C -0.721 2.838 0.673  C3 1.591, C5 1.555, H39 1.106, H40 1.099
5 C -0.767 4.250 0.026  C4 1.555, P6 1.947, H41 1.108, H42 1.112
6 P -1.929 4.427 -1.526  C5 1.947, C7 1.947, C10 1.917, O18 1.712, O31 1.772, H43 1.467
7 C -3.210 4.888 -2.919  P6 1.947, C8 1.565, H44 1.110, H45 1.106
8 C -2.726 4.677 -4.392  C7 1.565, C9 1.561, H46 1.114, H47 1.106
9 C -3.407 3.520 -5.189  C8 1.561, H48 1.101, H49 1.106, H50 1.113
10 C -0.727 5.807 -2.098  P6 1.917, C11 1.557, H51 1.114, H52 1.113
11 C -0.567 6.973 -1.079  C10 1.557, S12 1.856, H53 1.106, H54 1.099
12 S -0.764 8.606 -1.937  C11 1.856, C13 1.779
13 C -1.863 9.434 -0.810  S12 1.779, N14 1.318, O17 1.342
14 N -1.736 10.612 -0.232  C13 1.318, N15 1.353
15 N -2.830 10.739 0.552  N14 1.353, C16 1.308
16 C -3.605 9.689 0.466  N15 1.308, O17 1.377, H55 1.087
17 O -2.995 8.829 -0.419  C13 1.342, C16 1.377
18 O -1.216 3.125 -2.378  P6 1.712, C19 1.424
19 C -2.053 1.973 -2.360  O18 1.424, C20 1.605, H56 1.113, H57 1.115
20 C -3.301 2.125 -1.362  C19 1.605, C21 1.564, C28 1.580, O31 1.382
21 C -4.721 1.921 -1.983  C20 1.564, C22 1.541, H58 1.105, H59 1.106
22 C -5.821 2.777 -1.325  C21 1.541, O23 1.452, H60 1.102, H61 1.115
23 O -6.802 1.932 -0.668  C22 1.452, Si24 1.686
24 Si -8.099 2.737 0.048  O23 1.686, C25 1.888, C26 1.908, C27 1.902
25 C -7.931 4.613 0.175  Si24 1.888, H62 1.103, H63 1.108, H64 1.112
26 C -9.650 2.224 -0.937  Si24 1.908, H65 1.102, H66 1.106, H67 1.107
27 C -8.328 1.994 1.783  Si24 1.902, H68 1.106, H69 1.109, H70 1.108
28 C -3.124 0.844 -0.454  C20 1.580, N29 1.482, H71 1.121, H72 1.103
29 N -3.937 0.907 0.783  C28 1.482, C30 1.472, H73 1.024
30 C -3.582 -0.255 1.614  N29 1.472, H74 1.108, H75 1.108, H76 1.116
31 O -3.100 3.348 -0.750  P6 1.772, C20 1.382
32 H -1.860 2.180 4.198  C1 1.109
33 H -0.845 3.642 4.605  C1 1.101
34 H -1.755 3.521 3.074  C1 1.110
35 H -0.258 1.149 2.931  C2 1.110
36 H 0.890 2.248 3.807  C2 1.113
37 H 0.665 3.908 1.981  C3 1.105
38 H 1.371 2.399 1.354  C3 1.106
39 H -0.400 2.103 -0.089  C4 1.106
40 H -1.631 2.551 1.219  C4 1.099
41 H -1.159 4.937 0.802  C5 1.108
42 H 0.291 4.477 -0.232  C5 1.112
43 H -2.651 5.461 -0.775  P6 1.467
44 H -3.328 5.984 -2.787  C7 1.110
45 H -4.210 4.459 -2.721  C7 1.106
46 H -2.976 5.611 -4.945  C8 1.114
47 H -1.626 4.592 -4.481  C8 1.106
48 H -4.427 3.275 -4.855  C9 1.101
49 H -2.751 2.632 -5.254  C9 1.106
50 H -3.507 3.864 -6.243  C9 1.113
51 H -1.014 6.285 -3.062  C10 1.114
52 H 0.273 5.363 -2.308  C10 1.113
53 H 0.452 6.912 -0.655  C11 1.106
54 H -1.274 6.935 -0.237  C11 1.099
55 H -4.545 9.493 0.973  C16 1.087
56 H -2.422 1.611 -3.345  C19 1.113
57 H -1.325 1.177 -2.078  C19 1.115
58 H -4.670 2.201 -3.051  C21 1.105
59 H -5.076 0.874 -1.964  C21 1.106
60 H -5.440 3.508 -0.593  C22 1.102
61 H -6.360 3.359 -2.108  C22 1.115
62 H -7.034 5.047 -0.296  C25 1.103
63 H -7.957 4.990 1.216  C25 1.108
64 H -8.801 5.073 -0.342  C25 1.112
65 H -10.539 2.759 -0.566  C26 1.102
66 H -9.764 1.133 -0.792  C26 1.106
67 H -9.428 2.455 -1.997  C26 1.107
68 H -7.613 2.407 2.518  C27 1.106
69 H -9.375 2.166 2.106  C27 1.109
70 H -8.164 0.900 1.717  C27 1.108
71 H -3.427 -0.081 -1.011  C28 1.121
72 H -2.074 0.674 -0.163  C28 1.103
73 H -4.902 0.732 0.490  N29 1.024
74 H -2.498 -0.262 1.843  C30 1.108
75 H -4.136 -0.243 2.573  C30 1.108
76 H -3.810 -1.233 1.126  C30 1.116
77 C 3.907 1.836 -1.659  S78 1.795, H81 1.088, H82 1.091, H83 1.090
78 S 3.037 0.678 -0.599  C77 1.795, O79 1.492, C80 1.798
79 O 3.062 1.243 0.781  S78 1.492
80 C 4.263 -0.636 -0.667  S78 1.798, H84 1.091, H85 1.090, H86 1.086
81 H 3.316 2.748 -1.724  C77 1.088
82 H 4.887 2.065 -1.238  C77 1.091
83 H 4.016 1.408 -2.655  C77 1.090
84 H 5.224 -0.266 -0.307  C80 1.091
85 H 4.356 -0.992 -1.694  C80 1.090
86 H 3.928 -1.453 -0.034  C80 1.086
87 C 4.196 3.310 3.482  S88 1.800, H91 1.091, H92 1.091, H93 1.091
88 S 2.961 3.841 4.679  C87 1.800, O89 1.481, C90 1.803
89 O 1.882 4.523 3.929  S88 1.481
90 C 3.967 5.134 5.431  S88 1.803, H94 1.091, H95 1.091, H96 1.089
91 H 3.760 2.523 2.866  C87 1.091
92 H 4.481 4.152 2.850  C87 1.091
93 H 5.068 2.920 4.010  C87 1.091
94 H 4.267 5.857 4.671  C90 1.091
95 H 4.847 4.687 5.896  C90 1.091
96 H 3.369 5.632 6.193  C90 1.089
97 C 4.299 -4.720 2.041  S98 1.799, H101 1.089, H102 1.092, H103 1.090
98 S 4.888 -4.872 0.347  C97 1.799, O99 1.495, C100 1.790
99 O 4.832 -3.510 -0.266  S98 1.495
100 C 3.463 -5.770 -0.259  S98 1.790, H104 1.091, H105 1.087, H106 1.089
101 H 5.029 -4.141 2.605  C97 1.089
102 H 3.336 -4.207 2.052  C97 1.092
103 H 4.205 -5.714 2.480  C97 1.090
104 H 2.574 -5.162 -0.082  C100 1.091
105 H 3.384 -6.728 0.249  C100 1.087
106 H 3.591 -5.941 -1.327  C100 1.089
107 C 2.499 5.656 -4.147  S108 1.800, H111 1.089, H112 1.091, H113 1.091
108 S 4.030 4.987 -4.815  C107 1.800, O109 1.488, C110 1.801
109 O 4.144 3.584 -4.332  S108 1.488
110 C 5.130 5.991 -3.802  S108 1.801, H114 1.091, H115 1.090, H116 1.089
111 H 1.665 5.135 -4.615  C107 1.089
112 H 2.465 5.499 -3.068  C107 1.091
113 H 2.437 6.721 -4.376  C107 1.091
114 H 4.925 5.812 -2.746  C110 1.091
115 H 4.983 7.045 -4.043  C110 1.090
116 H 6.156 5.707 -4.028  C110 1.089
117 C 6.094 -10.655 -0.052  S118 1.800, H121 1.089, H122 1.091, H123 1.091
118 S 4.475 -9.983 -0.462  C117 1.800, O119 1.490, C120 1.799
119 O 4.622 -8.504 -0.564  S118 1.490
120 C 3.723 -10.337 1.134  S118 1.799, H124 1.091, H125 1.089, H126 1.088
121 H 6.753 -10.503 -0.905  C117 1.089
122 H 6.499 -10.137 0.819  C117 1.091
123 H 6.001 -11.723 0.151  C117 1.091
124 H 4.287 -9.838 1.924  C120 1.091
125 H 3.710 -11.414 1.295  C120 1.089
126 H 2.701 -9.962 1.121  C120 1.088
127 C 7.588 -2.305 -1.052  S128 1.798, H131 1.088, H132 1.090, H133 1.091
128 S 9.087 -3.066 -1.688  C127 1.798, O129 1.488, C130 1.802
129 O 9.136 -4.460 -1.170  S128 1.488
130 C 10.228 -2.088 -0.694  S128 1.802, H134 1.091, H135 1.090, H136 1.089
131 H 6.730 -2.793 -1.509  C127 1.088
132 H 7.538 -2.430 0.029  C127 1.090
133 H 7.583 -1.245 -1.311  C127 1.091
134 H 10.009 -2.229 0.365  C130 1.091
135 H 10.132 -1.035 -0.963  C130 1.090
136 H 11.242 -2.425 -0.905  C130 1.089
137 C -3.098 7.666 4.090  S138 1.801, H141 1.089, H142 1.091, H143 1.091
138 S -2.549 8.915 5.266  C137 1.801, O139 1.488, C140 1.801
139 O -2.417 8.251 6.591  S138 1.488
140 C -4.091 9.845 5.282  S138 1.801, H144 1.091, H145 1.091, H146 1.089
141 H -2.293 6.945 3.955  C137 1.089
142 H -3.982 7.156 4.475  C137 1.091
143 H -3.321 8.143 3.135  C137 1.091
144 H -4.911 9.195 5.591  C140 1.091
145 H -4.281 10.247 4.286  C140 1.091
146 H -3.988 10.665 5.991  C140 1.089
147 C 0.025 -4.240 -1.839  S148 1.802, H151 1.089, H152 1.091, H153 1.090
148 S 0.708 -3.033 -0.689  C147 1.802, O149 1.492, C150 1.796
149 O 0.891 -3.727 0.620  S148 1.492
150 C -0.781 -2.036 -0.564  S148 1.796, H154 1.091, H155 1.091, H156 1.089
151 H 0.786 -4.996 -2.032  C147 1.089
152 H -0.855 -4.711 -1.400  C147 1.091
153 H -0.237 -3.741 -2.772  C147 1.090
154 H -1.609 -2.650 -0.209  C150 1.091
155 H -1.016 -1.610 -1.541  C150 1.091
156 H -0.593 -1.231 0.145  C150 1.089
157 C 1.132 -12.748 -3.093  S158 1.800, H161 1.089, H162 1.091, H163 1.090
158 S 1.787 -11.527 -1.944  C157 1.800, O159 1.493, C160 1.800
159 O 1.995 -12.218 -0.637  S158 1.493
160 C 0.270 -10.570 -1.807  S158 1.800, H164 1.091, H165 1.090, H166 1.089
161 H 1.911 -13.481 -3.292  C157 1.089
162 H 0.266 -13.244 -2.653  C157 1.091
163 H 0.852 -12.254 -4.024  C157 1.090
164 H -0.541 -11.207 -1.450  C160 1.091
165 H 0.019 -10.149 -2.780  C160 1.090
166 H 0.439 -9.762 -1.095  C160 1.089
167 C 0.194 -13.148 1.751  S168 1.797, H171 1.086, H172 1.091, H173 1.090
168 S -0.967 -14.491 1.473  C167 1.797, O169 1.488, C170 1.801
169 O -2.338 -13.920 1.568  S168 1.488
170 C -0.636 -15.350 3.021  S168 1.801, H174 1.090, H175 1.090, H176 1.089
171 H 0.129 -12.460 0.913  C167 1.086
172 H -0.060 -12.626 2.675  C167 1.091
173 H 1.206 -13.548 1.807  C167 1.090
174 H -0.836 -14.685 3.862  C170 1.090
175 H 0.404 -15.678 3.038  C170 1.090
176 H -1.291 -16.217 3.078  C170 1.089

Multiplicity: 1
Total charge: -1
Orbital gap in Ha: 0.1998
HOMO energy in eV: -4.2